The following is a DFT calculation (ωB97M-V/def2-TZVPD) of 11 unconnected molecules or ions with the total composition H22O11 in a non-equilibrium geometry.

Properties
- structure (SMILES) = O.O.O.O.O.O.O.O.O.O.O
- energy (eV) = -22880.9184
- HOMO (eV) = -11.2
- spin multiplicity = 1

Geometry (Å):
O 3.1456 -1.6883 -0.4114
H 2.6206 -1.6924 -1.2399
H 3.6384 -0.8503 -0.4272
O -3.1579 -0.3288 1.5686
H -2.2312 -0.4857 1.7057
H -3.6453 -0.9608 2.1014
O 2.5864 -0.3072 1.9016
H 2.5244 -0.7861 2.7066
H 2.6485 -1.0030 1.2156
O 2.7485 1.1533 -1.3338
H 2.0475 1.0043 -0.6967
H 3.2398 1.8986 -0.9946
O 1.7488 -1.3575 -3.0714
H 0.8198 -1.3473 -3.2816
H 2.1772 -0.6117 -3.4672
O -0.3471 0.8816 -0.7377
H -1.0033 1.3976 -0.2946
H -0.6455 0.7821 -1.6625
O -2.5991 2.3260 0.6150
H -3.1442 1.5086 0.6848
H -2.8168 2.7169 1.4874
O 2.4869 2.7461 1.3300
H 1.5536 2.8023 1.1755
H 2.5341 1.8752 1.8367
O -2.2691 -2.6147 -0.2090
H -1.5243 -3.1290 -0.5251
H -1.8119 -2.0792 0.4575
O -3.3590 0.0991 -1.7733
H -3.4612 -0.3378 -0.9327
H -4.1927 0.4956 -1.8816
O -0.4648 -0.7941 1.4513
H 0.2576 -0.9750 2.0402
H -0.1045 -0.3383 0.6624

***

The following is a DFT calculation (ωB97M-V/def2-TZVPD) of a molecular structure, C22H27BNO in a non-equilibrium geometry.

Properties
- energy (eV) = -27458.1442
- total charge = +1
- HOMO (eV) = -11.3
- spin multiplicity = 1

Geometry (Å):
C -2.0678 -3.7238 2.5788
C -0.9794 -4.0096 1.5720
N -0.5511 -2.9944 0.7744
B -1.1953 -1.5340 1.0298
H -0.8096 -0.3893 0.2029
C 0.4045 -3.2651 -0.1748
C 0.8741 -2.2107 -1.1256
C 0.9438 -4.5552 -0.2871
C 0.5229 -5.6089 0.5457
C -0.4752 -5.3212 1.4906
H -2.2719 -4.6654 3.1110
H -1.7591 -2.9461 3.2979
H -2.9741 -3.3450 2.0684
H -2.4354 -1.6322 0.8049
H -0.9831 -1.1743 2.1900
H 1.4992 -2.7374 -1.8739
H 0.0263 -1.7234 -1.6125
H 1.5209 -1.4639 -0.6391
H 1.6964 -4.7075 -1.0912
H 0.9442 -6.6139 0.4095
H -0.8741 -6.0715 2.1511
C 4.5707 1.0012 -3.5490
O 3.2558 0.5246 -3.9020
C 2.2644 0.5377 -2.9777
C 0.9566 0.3071 -3.5163
C -0.1653 0.5147 -2.7258
C -0.0031 0.8797 -1.3509
C -1.0799 0.9135 -0.3287
C -1.0373 2.0719 0.6240
C -1.8918 2.0621 1.7396
C -2.1586 3.2182 2.5006
C -1.6513 4.4787 2.1128
C -2.1410 5.8074 2.6867
C -0.6680 4.4877 1.1048
C -0.3489 3.3194 0.3817
C 1.3118 1.1018 -0.8544
C 2.4265 0.8959 -1.6350
H 5.1926 0.7947 -4.4261
H 4.5681 2.0760 -3.3192
H 4.9341 0.4329 -2.6803
H 0.8772 0.0333 -4.5729
H -1.1707 0.3934 -3.1789
H -2.1183 0.6442 -0.7287
H -2.3943 1.1070 1.9303
H -2.8197 3.1038 3.3576
H -1.3698 6.5729 2.5330
H -3.0518 6.2035 2.1895
H -2.3717 5.8082 3.7682
H -0.2028 5.4496 0.8963
H 0.3603 3.4496 -0.4542
H 1.4445 1.4314 0.1802
H 3.4255 1.0705 -1.2282

***

The following is a DFT calculation (ωB97M-V/def2-TZVPD) of H2NPS2 in the gas phase in a non-equilibrium geometry.

Properties
- structure (SMILES) = NSP=S
- energy (eV) = -32480.7925
- HOMO (eV) = -9.2
- spin multiplicity = 1

Geometry (Å):
N -1.1665 -0.3591 0.8914
S 0.0396 -1.0065 -0.6261
P 1.0407 0.8082 -0.6350
S 1.8854 0.9834 -2.4197
H -0.6508 0.5393 1.0934
H -1.1484 -0.9654 1.6960

***

The following is a DFT calculation (ωB97M-V/def2-TZVPD) of a molecular structure, C11H10N2O4Y in a non-equilibrium geometry.

Properties
- energy (eV) = -23751.0270
- total charge = +3
- HOMO (eV) = -18.2
- spin multiplicity = 1

Geometry (Å):
Y -1.3903 0.5144 0.4167
C 1.5544 -0.2477 0.3582
O 2.3090 -0.7644 -0.3584
C -0.9609 -0.5488 -1.7026
O -0.4724 -1.0754 -2.6138
C 0.2751 1.6021 -1.0044
O 1.1336 1.9298 -1.7018
C -0.5744 -1.7860 0.5252
O -0.0569 -2.8152 0.4631
C -3.8319 0.8844 -0.0240
H -4.1899 0.3145 0.8593
H -3.7752 1.9879 0.0929
C -3.8378 0.3147 -1.2674
H -3.7026 0.8963 -2.1971
H -4.1106 -0.7414 -1.4434
N 2.2723 2.0378 5.6339
C 1.5598 1.7108 4.5253
C 0.9404 0.4394 4.4301
C 0.0650 0.2062 3.3769
N -0.1216 1.1299 2.3797
C 0.5193 2.3412 2.4460
C 1.4113 2.6394 3.4673
H 2.3591 1.4273 6.4234
H 2.6907 2.9554 5.7580
H 1.1322 -0.3424 5.1703
H -0.4785 -0.7512 3.3363
H 0.3345 3.0881 1.6587
H 1.9714 3.5793 3.4494

***

The following is a DFT calculation (ωB97M-V/def2-TZVPD) of a gas-phase ion, C5H15N2S (charge +1) in a non-equilibrium geometry.

Properties
- structure (SMILES) = C[NH2+]CCNCCS
- energy (eV) = -19236.6163
- total charge = +1
- HOMO (eV) = -11.8
- spin multiplicity = 1

Geometry (Å):
C -1.1418 0.6358 2.9235
N -0.5054 -0.4569 2.1142
C -1.0872 -0.6219 0.7067
C 0.0063 -1.2524 -0.1130
N 1.1239 -0.3098 -0.2850
C 0.8484 0.8005 -1.1856
C 0.5446 0.4165 -2.6554
S 1.1979 1.6577 -3.8174
H -2.0096 0.2603 3.4644
H -0.4594 0.9810 3.6949
H -1.3970 1.4664 2.2803
H -0.6375 -1.3151 2.6272
H 0.4665 -0.1765 1.9400
H -1.3733 0.3947 0.4434
H -2.0109 -1.1981 0.7663
H -0.4424 -1.7582 -0.9789
H 0.2821 -2.1311 0.4971
H 1.8770 -0.9575 -0.4985
H 0.0132 1.3859 -0.8019
H 1.7480 1.4141 -1.1613
H 1.1329 -0.4882 -2.8361
H -0.4986 0.2249 -2.8749
H 2.3222 1.0279 -4.2501

***

The following is a DFT calculation (ωB97M-V/def2-TZVPD) of 6 unconnected molecules or ions with the total composition H12O6 in a non-equilibrium geometry.

Properties
- structure (SMILES) = O.O.O.O.O.O
- energy (eV) = -12479.8059
- HOMO (eV) = -10.0
- spin multiplicity = 1

Geometry (Å):
O 1.0214 -1.4526 2.5645
H 1.2964 -1.4916 3.4545
H 1.2674 -0.5546 2.3665
O 1.2444 0.6024 -0.0905
H 0.9754 0.1624 -0.8855
H 1.7664 1.3254 -0.3555
O -0.6226 -0.1346 -2.3965
H -0.9496 -0.8026 -1.8665
H -0.6836 0.7084 -1.9265
O 0.1294 -2.5796 0.2595
H -0.7226 -2.0386 0.3325
H 0.7104 -2.1616 0.9545
O -0.6776 2.5694 -1.5365
H -0.7346 2.8554 -2.4505
H -0.0616 3.2144 -1.1465
O -1.4866 -0.2256 0.5935
H -1.7996 -0.2636 1.4725
H -0.6726 0.2664 0.6565

***

The following is a DFT calculation (ωB97M-V/def2-TZVPD) of a molecular structure, C5H13NO in a non-equilibrium geometry.

Properties
- energy (eV) = -8926.5392
- HOMO (eV) = -8.4
- spin multiplicity = 1

Geometry (Å):
C 1.8146 0.5126 1.2310
C 1.6171 0.1707 -0.2676
C 0.2186 -0.6481 -0.3636
C -1.4161 1.1261 -0.6677
C -1.9560 -0.9039 0.4444
H 2.8322 1.0139 1.4045
H 2.0701 -0.7126 1.9022
H 1.0397 1.3023 1.6225
H 1.5008 1.3137 -0.6461
H 2.3660 -0.6479 -1.7784
H 0.4905 -1.7269 0.0483
H -0.0889 -1.0243 -1.4979
H -0.9228 2.0998 -0.9345
H -1.8208 0.8541 -1.6835
H -2.3408 1.8825 0.1364
H -2.8069 -0.5687 0.4372
H -2.0696 -1.8593 -0.1903
H -2.2111 -1.5434 1.3739
N -0.8556 -0.0544 0.1543
O 2.5390 -0.5861 -0.7252

***

The following is a DFT calculation (ωB97M-V/def2-TZVPD) of 2 unconnected molecules or ions with the total composition C2H3NO2 in a non-equilibrium geometry.

Properties
- energy (eV) = -7700.1346
- HOMO (alpha / beta) (eV) = -7.1 / -6.2
- spin multiplicity = 1

Geometry (Å):
C 1.1377 0.4715 0.0461
C -3.2339 -0.4125 -0.0798
N -0.1178 0.4558 0.0221
O -4.2524 0.1231 0.0983
O -1.0737 1.2097 -0.0657
H 1.4711 -0.5154 0.3398
H 1.6605 1.4009 -0.2839
H -2.8299 -1.3093 -0.5175

***

The following is a DFT calculation (ωB97M-V/def2-TZVPD) of 2 unconnected molecules or ions with the total composition C3H3NO2S in a non-equilibrium geometry.

Properties
- structure (SMILES) = O=CON=S.C#C
- energy (eV) = -19573.8871
- HOMO (eV) = -9.5
- spin multiplicity = 1

Geometry (Å):
O -0.9056 0.1988 1.5652
C -0.0836 -0.5975 1.7732
O 1.1282 -0.6241 1.1802
N 1.3540 0.3470 0.0268
S 2.7881 0.4759 -0.6088
H 0.0760 -1.4214 2.5498
C -1.1890 -0.0787 -1.9521
C -0.9301 0.8695 -1.2825
H -1.6141 -0.6705 -2.7363
H -0.6240 1.5010 -0.5154

***

The following is a DFT calculation (ωB97M-V/def2-TZVPD) of 7 unconnected molecules or ions with the total composition C27H63NO19P2 in a non-equilibrium geometry.

Properties
- energy (eV) = -87993.2304
- HOMO (eV) = -5.7
- spin multiplicity = 1

Geometry (Å):
O 0.3456 0.3352 0.1881
H 0.2450 1.2868 0.6171
H 1.2671 -0.0439 0.0995
H -0.1186 0.3563 -0.6948
C 0.5672 5.1635 -0.3411
C 1.3302 3.8758 -0.0294
C 2.7741 4.1721 0.3293
C 2.9665 4.6565 1.7517
C 2.3266 3.6926 2.7384
C 0.8514 3.3471 2.4582
N 0.7337 3.0879 1.0399
O -0.5830 2.7042 0.7065
C 0.0108 4.5582 2.8945
C 0.5741 2.1260 3.2913
C 1.3404 3.0157 -1.2836
H -0.5015 5.0398 -0.1524
H 0.7506 5.5553 -1.3417
H 0.8284 5.9563 0.3727
H 3.1827 4.9835 -0.2979
H 3.4224 3.3530 -0.0034
H 2.5319 5.6610 1.8148
H 4.0062 4.8246 2.0527
H 2.4438 4.1532 3.7289
H 2.9365 2.7829 2.7981
H 0.2708 5.4612 2.3508
H 0.1878 4.8108 3.9473
H -1.0269 4.2409 2.7844
H 1.1158 1.2433 2.9332
H -0.4789 1.8283 3.2637
H 0.8201 2.2568 4.3470
H 0.3476 2.8703 -1.7081
H 1.7975 2.0442 -1.0804
H 1.9185 3.4980 -2.0830
C 3.8521 -0.9933 4.6032
C 4.0342 -2.0700 3.5615
O 3.2084 -1.8968 2.4028
C 3.5564 -1.0693 1.4556
O 2.7769 -0.7685 0.6131
O 4.8047 -0.6774 1.5491
C 5.2599 0.3827 0.7123
H 4.5077 -1.2556 5.4342
H 2.8251 -0.9019 4.9411
H 4.1633 -0.0364 4.1809
H 3.7181 -3.0380 3.9656
H 5.0742 -2.3088 3.3242
H 4.7808 0.3714 -0.2699
H 6.3415 0.3892 0.6348
H 4.9744 1.3630 1.1038
C -4.6087 -4.3285 4.7752
C -3.9662 -3.0277 5.2831
O -3.0845 -2.4316 4.3587
C -3.5096 -1.3519 3.7095
O -4.6088 -0.8954 3.7838
O -2.5043 -0.8136 3.0440
C -2.7687 0.3679 2.2981
H -4.9217 -4.9460 5.6094
H -3.8289 -4.7895 4.1658
H -5.4374 -4.1025 4.1074
H -3.4761 -3.2578 6.2316
H -4.7707 -2.3489 5.5754
H -1.8365 0.7530 1.8753
H -3.1471 1.1510 2.9489
H -3.3663 0.1818 1.4051
C -0.9471 -3.2122 -0.7268
C -2.1446 -4.0825 -0.4281
O -2.9413 -4.2386 -1.6238
C -3.9845 -5.0253 -1.5190
O -4.2833 -5.6691 -0.5694
O -4.5738 -5.0656 -2.6939
C -5.7657 -5.7838 -2.7967
H -1.1668 -2.2187 -1.1118
H -0.3267 -3.7052 -1.4802
H -0.3433 -3.1409 0.1774
H -2.7834 -3.6750 0.3497
H -1.7441 -5.0553 -0.1420
H -6.1186 -5.9086 -3.8104
H -6.5779 -5.3478 -2.2031
H -5.6516 -6.7544 -2.3014
C -3.9020 2.0631 -1.7555
O -2.9202 2.1795 -2.7950
P -1.9952 0.9452 -3.1291
O -1.3295 0.3330 -1.9864
O -3.0273 -0.0351 -3.8287
C -3.2747 -1.3174 -3.2814
O -1.1824 1.4518 -4.3657
C -0.1747 2.4534 -4.1357
H -4.0239 1.0085 -1.4964
H -4.8678 2.4010 -2.1275
H -3.5993 2.6563 -0.8974
H -2.8991 -2.1620 -3.8532
H -4.3454 -1.4624 -3.1118
H -2.8799 -1.3832 -2.2660
H 0.7981 2.0415 -4.3972
H -0.2176 2.8918 -3.1413
H -0.3443 3.2759 -4.8357
C 3.1686 -2.9953 -2.7913
O 2.3670 -2.3180 -3.7841
P 1.6965 -0.9306 -3.3708
O 1.2620 -0.9150 -1.9767
O 2.8122 0.1763 -3.6617
C 3.9438 0.2758 -2.7956
O 0.6123 -0.6446 -4.4660
C 0.8896 -0.7569 -5.8714
H 2.8167 -4.0241 -2.7933
H 3.0402 -2.6147 -1.7790
H 4.2235 -2.9170 -3.0467
H 3.8250 -0.3107 -1.8767
H 3.9831 1.2892 -2.3894
H 4.8515 -0.0199 -3.3134
H 0.9442 0.2445 -6.2989
H 0.0437 -1.2820 -6.3035
H 1.8315 -1.2624 -6.0736

***

The following is a DFT calculation (ωB97M-V/def2-TZVPD) of C5H5F in the gas phase in a non-equilibrium geometry.

Properties
- structure (SMILES) = C#C[C@@H]1C[C@@H]1F
- energy (eV) = -7979.5343
- HOMO (eV) = -9.4
- spin multiplicity = 1

Geometry (Å):
C -2.4723 -1.0514 -0.1467
C -1.3436 -0.5829 0.0915
C -0.1324 0.1489 0.5036
C 0.7493 0.8855 -0.5093
C 1.4683 -0.1146 0.3204
F 1.9907 -1.2365 -0.1298
H -3.3637 -1.5259 -0.4818
H -0.4619 0.6867 1.3675
H 0.5242 0.5203 -1.5050
H 1.0038 1.8692 -0.4797
H 2.0377 0.4007 0.9692

***

The following is a DFT calculation (ωB97M-V/def2-TZVPD) of 2 unconnected molecules or ions with the total composition C4H7N2O in a non-equilibrium geometry.

Properties
- energy (eV) = -9276.5069
- total charge = +1
- HOMO (alpha / beta) (eV) = -12.2 / -12.3
- spin multiplicity = 1

Geometry (Å):
C -3.5687 0.0646 -0.1001
C -1.4352 -1.1045 0.0859
C 0.9650 -1.3662 0.0293
C 3.0133 0.3916 -0.2432
N -2.4446 -0.4454 -0.2351
N -0.1490 -0.6227 0.3678
O 1.2635 -2.5178 -0.0852
H -4.0271 0.6524 -0.8945
H -4.0866 -0.1837 0.7764
H -1.7085 -2.2489 -0.0056
H 3.0107 0.7555 0.9113
H 2.5390 0.9572 -1.0434
H 3.7958 -0.3385 -0.4822
H 0.0150 0.3712 0.7080

***

The following is a DFT calculation (ωB97M-V/def2-TZVPD) of 11 unconnected molecules or ions with the total composition C26H80N10O11 in a non-equilibrium geometry.

Properties
- structure (SMILES) = COC[C@H](C)N.COC[C@H](C)N.COC[C@H](C)N.COC[C@H](C)N.COC[C@H](C)N.COC[C@H](C)N.NC(N)=O.NC(N)=O.O.O.O
- energy (eV) = -65683.5028
- HOMO (eV) = -8.4
- spin multiplicity = 1

Geometry (Å):
C 5.6728 -8.3511 1.2487
O 7.0725 -8.5039 1.1466
C 7.6409 -7.8913 0.0277
C 9.1229 -8.1567 0.0456
C 9.7725 -7.8142 1.3771
N 9.7578 -7.3668 -1.0684
H 5.4147 -7.2873 1.1672
H 5.3901 -8.7584 2.2158
H 5.1344 -8.8957 0.4652
H 7.1764 -8.2550 -0.8984
H 7.4830 -6.7981 0.0552
H 9.3531 -9.1830 -0.2515
H 9.5891 -6.7868 1.6924
H 10.8410 -8.0384 1.3306
H 9.3994 -8.4744 2.1645
H 10.7524 -7.5801 -1.0357
H 9.7252 -6.3867 -0.7859
C 15.1976 -7.4889 -8.3310
O 13.8026 -7.5691 -8.5716
C 13.0041 -7.2668 -7.4487
C 11.5405 -7.2122 -7.8855
C 10.6426 -7.1108 -6.6684
N 11.1720 -8.4055 -8.6607
H 15.4864 -7.2873 -7.2934
H 15.6017 -6.6923 -8.9562
H 15.6515 -8.4603 -8.5450
H 13.0862 -8.1010 -6.7319
H 13.3169 -6.3424 -6.9507
H 11.4252 -6.3613 -8.5644
H 10.7946 -7.9827 -6.0263
H 9.5856 -7.0838 -6.9336
H 10.8486 -6.1956 -6.1073
H 11.8774 -8.5387 -9.3826
H 11.2621 -9.2538 -8.1034
C 1.9673 -5.6321 -8.8417
O 3.2816 -5.9385 -8.5241
C 3.5168 -7.3227 -8.2804
C 4.6588 -7.8687 -9.0885
C 4.3855 -7.8889 -10.5806
N 4.9861 -9.2534 -8.6267
H 1.2230 -6.1822 -8.2566
H 1.7337 -5.7650 -9.9099
H 1.7762 -4.5694 -8.6635
H 3.7922 -7.3938 -7.2227
H 2.6044 -7.9091 -8.4209
H 5.5562 -7.2622 -8.9040
H 3.5269 -8.5421 -10.7731
H 5.2167 -8.3088 -11.1518
H 4.1386 -6.8896 -10.9424
H 5.3927 -9.1363 -7.6868
H 5.8528 -9.4282 -9.1481
C 5.5786 -5.0824 -2.1631
O 6.8610 -5.2062 -2.7376
C 7.1553 -4.2503 -3.7335
C 8.6328 -4.2770 -4.0350
C 9.0151 -3.4067 -5.2044
N 9.0184 -5.6669 -4.2786
H 5.0873 -4.1179 -2.3163
H 5.6182 -5.3406 -1.1083
H 4.8887 -5.8007 -2.6308
H 6.5695 -4.4991 -4.6301
H 6.9190 -3.2299 -3.4094
H 9.1742 -3.9365 -3.1361
H 10.0900 -3.3247 -5.3716
H 8.6473 -2.3851 -5.0906
H 8.6006 -3.8391 -6.1219
H 9.9789 -5.8305 -4.5527
H 8.8694 -6.2685 -3.4750
C 7.9375 -10.7598 -8.9346
O 7.2506 -10.3694 -10.1096
C 7.1885 -11.3985 -11.0903
C 6.0646 -12.4016 -10.8281
C 6.0756 -13.5035 -11.8616
N 4.7590 -11.6986 -10.8979
H 9.0219 -10.7969 -9.0812
H 7.5399 -11.6897 -8.5244
H 7.7638 -9.9889 -8.1792
H 7.0147 -10.8979 -12.0442
H 8.1472 -11.9282 -11.0995
H 6.2642 -12.7891 -9.8208
H 7.0037 -14.0824 -11.8058
H 5.8768 -13.1656 -12.8789
H 5.2619 -14.2122 -11.6761
H 4.8870 -10.7949 -10.4312
H 4.1710 -12.1040 -10.1656
C 8.1714 -7.5017 -14.0982
O 9.2176 -7.1565 -13.2213
C 9.0443 -7.6974 -11.9131
C 8.2399 -6.8120 -10.9735
C 8.8441 -5.4125 -10.8754
N 8.1676 -7.4061 -9.6354
H 8.0281 -8.5877 -14.0953
H 8.4952 -7.2337 -15.1061
H 7.2349 -6.9711 -13.9057
H 8.5163 -8.6603 -11.9591
H 10.0644 -7.8716 -11.5620
H 7.2235 -6.6715 -11.3558
H 8.8030 -4.8758 -11.8185
H 9.8811 -5.5013 -10.5281
H 8.3207 -4.8573 -10.0940
H 7.8489 -8.3666 -9.7455
H 9.1255 -7.4806 -9.2914
N 3.9149 -10.7126 -2.2308
C 3.4611 -9.4330 -2.1614
N 2.1139 -9.2954 -1.9071
O 4.1664 -8.4267 -2.3826
H 4.8670 -10.9697 -2.4960
H 3.2532 -11.4469 -2.0571
H 1.7304 -8.3735 -1.9697
H 1.5220 -10.0810 -1.7247
N 7.0736 -7.1076 -6.3459
C 6.4361 -8.0014 -5.5241
N 6.3939 -7.6777 -4.1940
O 5.8913 -9.0253 -5.9374
H 7.0205 -7.2558 -7.3402
H 7.6719 -6.4099 -5.9278
H 5.6657 -8.1855 -3.6864
H 6.6696 -6.7781 -3.8186
O 7.3300 -11.5080 -3.0210
H 7.6696 -10.5902 -3.0368
H 7.6195 -11.8924 -3.8533
O 2.6180 -7.1526 -4.8786
H 3.3799 -7.6800 -4.6034
H 2.2833 -6.7772 -4.0593
O 8.7262 -9.1889 -3.0056
H 8.0228 -8.6761 -3.4606
H 9.0814 -8.5578 -2.3441